# 1
This record from the Open Molecules 2025 dataset describes C19H43As3O4Pt as an isolated structure. The level of theory is the ωB97M-V functional and the def2-TZVPD basis.

Properties
<S²> = 6.01
E_LUMO (spin up / spin down) = -10.6 / -14.4 eV
2S+1 = 5
energy above the lowest of the compared OMol25 structures with the same formula, charge and spin = 0.0 kcal per mole
energy = -214307.4468 eV
charge = +4
gap between HOMO and LUMO (spin up / spin down) = 9.106 / 6.877 eV

Each line ends with the natural charge from an NBO analysis.
Positions of all 70 atoms, in Å:
Pt1 -0.85441 0.81227 -1.24492  1.159
C1 -3.84754 -0.17429 -1.49505  -0.111
C2 -2.94383 -1.34670 -1.75212  -0.100
O1 -1.70492 -0.93566 -2.39242  -0.578
C3 -1.68967 -0.70595 -3.83462  -0.102
C4 -2.08227 0.70434 -4.18483  -0.107
O2 -1.34556 1.58257 -3.30506  -0.576
C5 -1.70106 2.98271 -3.47005  -0.106
C6 -1.14071 3.73880 -2.29434  -0.104
O3 -1.42118 3.06588 -1.04116  -0.566
C7 -2.72795 3.20324 -0.43804  -0.105
C8 -3.69709 2.16662 -0.94043  -0.106
O4 -3.05946 0.86169 -0.85283  -0.558
H1 -4.65974 -0.47589 -0.83041  0.255
H2 -4.28653 0.22851 -2.40728  0.208
H3 -3.43814 -2.10455 -2.36100  0.253
H4 -2.63165 -1.80026 -0.81152  0.213
H5 -2.33656 -1.43465 -4.32470  0.252
H6 -0.66146 -0.89261 -4.13490  0.224
H7 -3.14902 0.90544 -4.08379  0.202
H8 -1.79579 0.90152 -5.22045  0.257
H9 -2.78412 3.06443 -3.55961  0.205
H10 -1.25340 3.35593 -4.39313  0.255
H11 -1.53127 4.75720 -2.26846  0.252
H12 -0.05396 3.78984 -2.34847  0.226
H13 -3.11541 4.20911 -0.60782  0.255
H14 -2.56486 3.07875 0.63183  0.215
H15 -4.00733 2.33367 -1.97159  0.200
H16 -4.58987 2.16385 -0.31184  0.254
C9 -0.09975 -3.34077 -0.15509  -0.954
As1 0.75113 -1.78014 -0.91320  1.213
C10 1.28134 -2.32602 -2.68757  -0.946
C11 2.48061 -1.51841 -0.05502  -0.729
C12 2.64602 -0.85813 1.32325  -0.064
C13 4.16127 -0.90515 1.60749  -0.622
C14 2.26669 0.62837 1.26930  -0.713
As2 0.50598 1.37567 0.81365  0.970
C15 -0.60208 1.10758 2.37696  -0.945
C16 0.98742 3.24285 0.86984  -0.921
C17 1.90289 -1.66012 2.41442  -0.742
As3 2.45968 -1.39086 4.28103  1.415
C18 1.01348 -1.88140 5.43800  -0.962
C19 4.01348 -2.40631 4.77164  -0.948
H17 -0.60278 -3.12804 0.78490  0.257
H18 0.69168 -4.07765 -0.00144  0.277
H19 -0.81291 -3.72928 -0.88006  0.273
H20 2.06069 -3.07952 -2.55209  0.285
H21 1.68728 -1.49389 -3.25943  0.267
H22 0.43492 -2.77595 -3.20007  0.265
H23 3.05547 -0.95255 -0.79251  0.266
H24 2.89846 -2.53147 -0.04153  0.270
H25 4.73094 -0.47099 0.78566  0.255
H26 4.50369 -1.93353 1.73929  0.238
H27 4.41563 -0.33176 2.50256  0.228
H28 2.94236 1.12925 0.57149  0.266
H29 2.44739 1.09582 2.24297  0.253
H30 0.02378 1.18447 3.26613  0.253
H31 -1.10507 0.14369 2.34326  0.247
H32 -1.35002 1.89744 2.42024  0.269
H33 1.47551 3.41731 1.82893  0.269
H34 0.09915 3.86016 0.78850  0.267
H35 1.67981 3.47314 0.06213  0.266
H36 2.09763 -2.73107 2.28167  0.266
H37 0.82072 -1.50988 2.41011  0.236
H38 0.10045 -1.35346 5.17530  0.264
H39 1.29497 -1.65440 6.46554  0.301
H40 0.88132 -2.96199 5.32938  0.284
H41 4.90253 -2.05776 4.25526  0.282
H42 3.79727 -3.44832 4.51872  0.281
H43 4.13570 -2.30275 5.84940  0.297

***

# 2
This record from the Open Molecules 2025 dataset describes a single C5H13FN2Si molecule. The level of theory is the ωB97M-V functional and the def2-TZVPD basis.

Properties
SMILES = [H]/N=C\C[Si@H](CN)[C@@H](C)F
E_LUMO = 0.8 eV
2S+1 = 1
energy = -18970.4688 eV
gap between HOMO and LUMO = 9.985 eV

Each line ends with the natural charge from an NBO analysis.
Positions of all 22 atoms, in Å:
C1 -1.77699 1.15963 1.44034  -0.654
C2 -1.48155 -0.15757 0.73591  -0.188
F1 -2.41883 -0.35736 -0.30015  -0.390
Si1 0.26633 -0.31283 -0.00106  1.318
C3 0.32603 -1.89478 -1.00875  -0.666
N1 -0.08868 -3.07259 -0.19638  -0.818
C4 0.69589 1.23281 -1.00488  -0.949
C5 2.13948 1.64766 -0.93489  0.147
N2 2.79676 1.94588 0.10332  -0.603
H1 -2.54049 1.69203 0.87649  0.239
H2 -0.90810 1.81301 1.51221  0.205
H3 -2.15664 1.00958 2.44823  0.220
H4 -1.62995 -0.98108 1.43582  0.181
H5 1.18606 -0.44108 1.15668  -0.188
H6 -0.33143 -1.83027 -1.87223  0.227
H7 1.33439 -2.07978 -1.37692  0.219
H8 0.29435 -3.01253 0.74087  0.347
H9 -1.09457 -3.04428 -0.07908  0.354
H10 0.07759 2.07379 -0.68852  0.262
H11 0.42710 1.03165 -2.04287  0.249
H12 2.66425 1.73181 -1.88542  0.167
H13 2.21901 1.84629 0.94129  0.319

***

# 3
This record from the Open Molecules 2025 dataset describes a single ClH5N2Si molecule at a distorted geometry. The level of theory is the ωB97M-V functional and the def2-TZVPD basis.

Properties
SMILES = N[SiH](N)Cl
E_LUMO = 0.7 eV
2S+1 = 1
energy above the lowest of the compared OMol25 structures with the same formula, charge and spin = 13.8 kcal per mole
energy = -23463.5170 eV
gap between HOMO and LUMO = 9.913 eV

Each line ends with the natural charge from an NBO analysis.
Positions of all 9 atoms, in Å:
N1 1.13068 1.17644 0.33975  -1.236
N2 -0.35917 -0.92875 -1.17737  -1.295
Si1 -0.38459 -0.13549 0.30808  1.608
Cl1 -0.04718 -1.49750 1.82443  -0.400
H1 1.13660 1.89005 1.12947  0.371
H2 1.27846 1.66828 -0.43189  0.352
H3 -0.01346 -1.87660 -1.05804  0.406
H4 -1.23842 -1.00781 -1.64636  0.401
H5 -1.50293 0.71139 0.71194  -0.207

***

# 4
This record from the Open Molecules 2025 dataset describes C5H9NO2 as an isolated structure at a distorted geometry. The level of theory is the ωB97M-V functional and the def2-TZVPD basis.

Properties
E_LUMO = 1.0 eV
2S+1 = 1
energy above the lowest of the compared OMol25 structures with the same formula, charge and spin = 59.1 kcal per mole
energy = -10914.0135 eV
gap between HOMO and LUMO = 10.498 eV

Each line ends with the natural charge from an NBO analysis.
Positions of all 17 atoms, in Å:
C1 1.56962 -1.02242 -0.84536  -0.016
C2 1.21507 -1.55280 -2.00248  -0.438
C3 1.09183 0.70016 0.46916  0.103
N1 1.98162 0.32826 -0.56685  -0.608
H1 1.93933 -1.71794 -0.09441  0.195
H2 0.98495 -0.95868 -2.87858  0.196
H3 1.13821 -2.62819 -2.06679  0.212
H4 0.72463 1.71212 0.41838  0.228
H5 1.29437 0.28085 1.44172  0.226
H6 1.86728 0.87976 -1.41063  0.376
O1 -1.01989 0.87707 1.95272  -0.643
C4 -1.34844 0.47493 0.85459  0.786
O2 -0.54537 0.39450 -0.18908  -0.594
C5 -2.71446 -0.10899 0.58633  -0.716
H7 -3.17719 0.34407 -0.28834  0.230
H8 -2.58914 -1.18084 0.41708  0.233
H9 -3.35581 -0.02835 1.46042  0.230

***

# 5
This record from the Open Molecules 2025 dataset describes C12H29CrNO2S2 as an isolated structure at a distorted geometry. The level of theory is the ωB97M-V functional and the def2-TZVPD basis.

Properties
<S²> = 6.02
E_LUMO (spin up / spin down) = -7.3 / -6.5 eV
2S+1 = 5
energy above the lowest of the compared OMol25 structures with the same formula, charge and spin = 24.5 kcal per mole
energy = -68574.9430 eV
charge = +2
gap between HOMO and LUMO (spin up / spin down) = 7.946 / 9.538 eV

Each line ends with the natural charge from an NBO analysis.
Positions of all 47 atoms, in Å:
Cr1 -0.70904 -0.27043 -0.44735  1.255
S1 0.42222 -2.10402 0.93480  0.199
S2 0.80791 1.79927 -0.82155  0.196
C1 2.20460 -2.19754 1.38061  -0.718
C2 0.46094 -3.04182 -0.65461  -0.519
C3 1.17242 -2.30717 -1.76678  -0.248
N1 0.45642 -1.04004 -2.14868  -0.731
C4 1.47512 -0.06981 -2.73935  -0.239
C5 1.04471 1.36711 -2.58885  -0.526
H1 -0.59015 -3.25336 -0.87753  0.234
H2 0.97249 -3.97812 -0.40577  0.269
H3 1.33743 -3.00928 -2.61289  0.248
H4 2.17071 -2.03883 -1.42167  0.214
H5 1.71406 -0.25715 -3.81114  0.247
H6 2.41254 -0.20770 -2.19910  0.212
H7 0.11009 1.61143 -3.10537  0.242
H8 1.82876 2.05761 -2.93330  0.267
C6 2.56822 1.98331 -0.37260  -0.720
H9 -0.08723 -1.30896 -2.98472  0.405
H10 3.10413 1.02108 -0.36063  0.219
H11 2.62586 2.44669 0.62696  0.264
H12 3.04255 2.66606 -1.10597  0.261
H13 2.31292 -1.83447 2.41855  0.264
H14 2.84546 -1.58866 0.72231  0.219
H15 2.52879 -3.25424 1.34987  0.263
C7 -3.63582 -0.66365 -1.88283  -0.473
C8 -4.21216 -0.18914 -0.76624  -0.326
H16 -3.51157 -1.73677 -2.06280  0.224
H17 -3.42447 0.00714 -2.72820  0.212
H18 -4.47064 -0.82257 0.08770  0.222
H19 -4.60159 0.82892 -0.73087  0.212
C9 -2.43724 1.67606 0.28060  -0.269
O1 -1.96360 0.52820 1.04692  -0.631
C10 -1.88777 0.67634 2.47337  -0.079
C11 -0.64529 1.44160 2.94145  -0.096
O2 0.47607 1.01957 2.17583  -0.574
C12 1.68256 0.93342 2.93610  -0.256
H20 -2.44689 1.35870 -0.77797  0.178
H21 -1.78829 2.56623 0.44333  0.215
H22 -3.47151 1.90413 0.58625  0.234
H23 -2.77474 1.20040 2.85538  0.223
H24 -1.83810 -0.35041 2.86761  0.215
H25 -0.79452 2.52703 2.79054  0.194
H26 -0.52928 1.19757 4.00871  0.217
H27 1.85219 1.82955 3.55654  0.208
H28 1.67387 0.04671 3.61432  0.184
H29 2.51685 0.82997 2.20902  0.189

***

# 6
This record from the Open Molecules 2025 dataset describes a single C5H8O molecule. The level of theory is the ωB97M-V functional and the def2-TZVPD basis.

Properties
SMILES = CC=C=CCO
E_LUMO = 0.9 eV
2S+1 = 1
energy above the lowest of the compared OMol25 structures with the same formula, charge and spin = 47.3 kcal per mole
energy = -7360.2023 eV
gap between HOMO and LUMO = 10.412 eV

Each line ends with the natural charge from an NBO analysis.
Positions of all 14 atoms, in Å:
C1 1.61785 1.73282 0.36358  -0.626
C2 0.11416 1.59353 0.35499  -0.275
C3 -0.47382 0.42698 0.40837  0.091
C4 -0.97801 -0.77464 0.53239  -0.314
C5 -1.29750 -1.68394 -0.63125  -0.085
O1 -0.20586 -2.51247 -0.98753  -0.706
H1 1.95445 2.59043 -0.22598  0.216
H2 1.97050 1.87737 1.39082  0.219
H3 2.09753 0.83178 -0.02916  0.216
H4 -1.09732 -1.18856 1.53429  0.223
H5 -0.48711 2.50161 0.35096  0.224
H6 -1.64346 -1.09650 -1.49066  0.167
H7 -2.09800 -2.37160 -0.35394  0.185
H8 0.52657 -1.92680 -1.21687  0.464